A structure of composition C2H5NS2 at a distorted geometry, computed with ωB97M-V with the def2-TZVPD basis set.

```
10
C2H5NS2 ωB97M-V with the def2-TZVPD basis set
C 0.628 1.055 0.363
C -0.547 -1.251 0.180
N -0.645 0.417 0.062
S 1.383 1.031 -1.313
S -0.756 0.917 -1.615
H 0.237 2.082 0.376
H 1.270 0.539 1.157
H -1.558 -1.610 0.003
H 0.300 -1.681 -0.445
H -0.312 -1.500 1.231
```

Properties
orbital gap = 8.06 eV
ΔE to the lowest compared entry with this formula, charge and spin = 60.8 kcal/mol
strongest force on any atom = 4.50 eV/Å